No. 1
Entry from OMol25: a molecular structure, C34H70N2O9 (ωB97M-V with the def2-TZVPD basis set).

Results
* lowest unoccupied orbital energy: 0.00134 Eh
* HOMO level: -7.86 eV
* E_tot: -2122.9775 Eh
* Kohn-Sham gap: 7.90 eV

Geometry as ORCA input:
```
! wB97M-V def2-TZVPD RIJCOSX def2/J DEFGRID3
* xyz 0 1
C -4.985 1.683 3.314
C -4.994 0.878 2.066
O -5.954 0.142 1.800
N -3.794 0.912 1.394
C -3.623 0.123 0.203
H -5.955 1.403 3.725
H -5.022 2.749 3.088
H -4.141 1.336 3.910
H -2.986 1.331 1.833
H -4.056 -0.869 0.329
H -2.570 -0.159 0.228
H -3.911 0.644 -0.710
C 2.598 -1.241 -2.186
C 3.779 -0.313 -2.244
O 3.715 0.860 -1.684
N 4.836 -0.845 -2.909
C 5.852 -0.070 -3.556
H 2.783 -2.182 -2.704
H 1.643 -0.888 -2.576
H 2.417 -1.359 -1.117
H 4.917 -1.843 -3.042
H 5.524 0.931 -3.835
H 6.332 -0.677 -4.323
H 6.612 0.125 -2.799
C 2.209 1.706 -3.812
C 1.264 0.898 -4.588
C -0.061 1.580 -4.378
O 0.156 2.675 -3.513
C 1.365 2.407 -2.724
H 2.519 2.550 -4.429
H 3.024 1.086 -3.439
H 1.217 -0.162 -4.337
H 1.601 0.895 -5.624
H -0.742 0.951 -3.804
H -0.569 1.824 -5.311
H 1.164 1.865 -1.800
H 1.749 3.406 -2.516
C -0.094 -2.909 2.630
C -1.178 -1.983 3.100
C -0.927 -1.717 4.626
O 0.435 -1.829 4.635
C 0.816 -2.977 3.912
H 0.321 -2.470 1.723
H -0.333 -3.933 2.343
H -2.124 -2.521 3.036
H -1.148 -1.004 2.621
H -1.427 -2.511 5.181
H -1.402 -0.779 4.915
H 0.700 -3.756 4.666
H 1.864 -2.910 3.623
C -3.420 -4.276 1.419
C -2.537 -3.300 0.501
C -3.645 -2.401 -0.005
O -4.406 -2.188 1.117
C -4.383 -3.287 2.032
H -2.773 -4.714 2.179
H -3.949 -4.974 0.771
H -2.061 -3.892 -0.280
H -1.802 -2.782 1.117
H -4.200 -2.747 -0.877
H -3.072 -1.512 -0.268
H -5.274 -3.908 2.119
H -3.812 -3.096 2.941
C -0.680 0.178 0.525
C 0.501 0.303 -0.421
C 0.636 -1.063 -1.073
O -0.089 -1.921 -0.162
C -1.225 -1.149 0.328
H -1.314 1.060 0.433
H -0.372 0.227 1.569
H 1.382 0.296 0.221
H 0.531 0.998 -1.260
H 1.659 -1.434 -1.010
H 0.160 -1.221 -2.041
H -1.684 -1.513 1.247
H -2.005 -1.194 -0.433
C 3.013 -0.321 1.986
C 2.158 0.018 3.225
C 2.860 -0.604 4.466
O 3.842 -1.455 3.899
C 3.612 -1.645 2.486
H 3.819 0.406 1.880
H 2.360 -0.311 1.113
H 1.224 -0.523 3.075
H 2.052 1.090 3.396
H 1.991 -0.982 5.004
H 3.296 0.228 5.020
H 3.020 -2.533 2.267
H 4.573 -1.798 1.994
C 3.390 2.297 -0.963
C 3.212 3.718 -0.355
C 1.752 3.692 0.025
O 1.415 2.303 0.237
C 2.551 1.526 0.072
H 4.406 1.942 -1.136
H 2.919 2.287 -1.946
H 3.638 4.568 -0.889
H 3.738 3.694 0.599
H 1.034 3.985 -0.740
H 1.592 4.111 1.018
H 2.248 0.586 -0.389
H 2.922 1.523 1.097
C -3.267 3.073 -2.711
C -1.835 2.778 -2.410
C -1.800 1.422 -1.728
O -3.100 0.851 -2.098
C -3.767 1.654 -3.068
H -3.376 3.764 -3.547
H -3.850 3.436 -1.865
H -1.458 3.558 -1.748
H -1.108 2.789 -3.223
H -1.629 1.701 -0.689
H -0.938 0.838 -2.053
H -4.827 1.435 -2.937
H -3.267 1.359 -3.991
*
```

***

No. 2
Entry from OMol25: 6 unconnected molecules or ions with the total composition C34H71N5O4 (ωB97M-V with the def2-TZVPD basis set).

Results
* lowest unoccupied orbital energy: -0.17480 Eh
* HOMO level: -9.25 eV
* E_tot: -1912.1728 Eh
* Kohn-Sham gap: 4.50 eV

Geometry as ORCA input:
```
! wB97M-V def2-TZVPD RIJCOSX def2/J DEFGRID3
* xyz 2 1
C 4.933 4.747 3.277
C 4.759 3.486 2.517
N 3.671 3.617 1.543
C 2.371 3.911 1.887
C 1.621 3.662 0.828
N 2.478 3.345 -0.218
C 3.698 3.366 0.248
C 2.120 2.856 -1.539
H 5.584 4.615 4.148
H 3.984 5.185 3.564
H 5.576 5.454 2.740
H 4.474 2.673 3.186
H 5.646 3.163 1.976
H 2.150 4.286 2.893
H 0.562 3.768 0.631
H 4.613 3.105 -0.264
H 2.807 2.080 -1.862
H 2.120 3.649 -2.292
H 1.083 2.513 -1.496
C -6.082 1.061 -0.858
C -5.229 0.072 -0.023
C -6.060 -1.033 0.461
N -5.287 -2.076 1.216
C -4.214 -2.607 0.408
C -6.236 -3.113 1.756
C -5.868 -3.340 3.215
C -5.377 -1.993 3.703
C -4.744 -1.366 2.473
H -5.448 1.653 -1.507
H -6.659 1.706 -0.189
H -6.833 0.556 -1.473
H -4.682 0.625 0.732
H -4.487 -0.288 -0.741
H -6.657 -1.497 -0.322
H -6.773 -0.623 1.181
H -4.622 -3.081 -0.481
H -3.718 -3.426 0.940
H -3.486 -1.806 0.271
H -6.169 -4.011 1.146
H -7.267 -2.766 1.689
H -5.114 -4.137 3.258
H -6.688 -3.798 3.769
H -4.598 -2.103 4.461
H -6.123 -1.370 4.191
H -3.661 -1.489 2.432
H -4.892 -0.296 2.439
C 7.495 -3.633 2.375
C 6.072 -3.738 1.841
C 5.589 -2.352 1.403
N 4.280 -2.361 0.707
C 3.254 -3.120 1.417
C 4.358 -2.841 -0.728
C 3.220 -2.115 -1.409
C 3.296 -0.724 -0.840
C 3.823 -0.912 0.606
H 8.234 -3.664 1.576
H 7.697 -4.444 3.071
H 7.666 -2.722 2.954
H 5.430 -4.066 2.663
H 5.967 -4.480 1.045
H 6.341 -1.790 0.859
H 5.328 -1.848 2.337
H 3.488 -4.179 1.382
H 2.275 -2.884 1.024
H 3.305 -2.834 2.469
H 4.249 -3.920 -0.666
H 5.352 -2.624 -1.109
H 2.285 -2.663 -1.286
H 3.389 -2.188 -2.488
H 2.351 -0.188 -0.861
H 4.050 -0.086 -1.298
H 3.102 -0.659 1.371
H 4.705 -0.296 0.729
C -2.889 2.734 -3.876
C -1.814 1.845 -3.302
C -1.229 0.923 -4.337
N -0.736 -0.376 -3.813
C 0.154 -0.222 -2.644
C -1.874 -1.343 -3.541
C -1.722 -2.529 -4.459
C -0.820 -2.077 -5.589
C 0.072 -1.059 -4.857
H -3.671 2.123 -4.333
H -2.477 3.314 -4.710
H -3.294 3.422 -3.147
H -2.312 1.221 -2.547
H -1.041 2.398 -2.782
H -0.279 1.328 -4.698
H -1.858 0.701 -5.194
H -0.444 0.144 -1.798
H 0.893 0.505 -2.970
H 0.605 -1.143 -2.292
H -1.846 -1.593 -2.483
H -2.809 -0.812 -3.709
H -1.161 -3.311 -3.922
H -2.687 -2.990 -4.652
H -0.259 -2.814 -6.137
H -1.463 -1.477 -6.250
H 0.829 -1.666 -4.359
H 0.526 -0.351 -5.542
C -0.950 4.441 3.395
C -0.156 5.746 3.663
O 0.809 5.572 4.493
O -0.420 6.778 3.003
H -0.384 3.564 3.731
H -0.980 4.412 2.295
H -1.919 4.364 3.886
C -0.544 0.959 1.766
C -1.402 1.035 0.504
O -1.920 -0.092 0.079
O -1.467 2.147 -0.109
H 0.376 0.460 1.468
H -0.961 0.213 2.455
H -0.353 1.906 2.257
*
```

***

- Which of these has the highest E_tot?
  C34H71N5O4

***

- HOMO level of number 2 (C34H71N5O4)?
  -9.25 eV